Entry from the OMol25 dataset: a cluster of 12 separate species, C24H72N2O12 in total at a distorted geometry (wB97M-V/def2-TZVPD).

```
110
C24H72N2O12 | the OMol25 dataset | wB97M-V/def2-TZVPD
N 2.7328 -3.2833 -1.7088
C 2.5968 -2.3343 -2.5488
N 2.0698 -1.2313 -2.0568
O 2.8768 -2.5423 -3.9188
H 2.9148 -4.2703 -2.1318
H 2.5748 -3.2713 -0.6928
H 1.6618 -0.6063 -2.7718
H 1.7328 -1.1923 -1.1698
C -1.0212 2.8017 2.0642
C -1.9572 1.9357 2.8192
C -1.7592 1.9937 4.3232
O -3.1812 2.2397 2.7102
H -1.1732 3.8087 2.4252
H -1.1662 2.8397 1.0072
H -0.0302 2.5567 2.3452
H -1.6702 0.8847 2.4772
H -2.5032 1.4527 4.9662
H -1.8352 2.9857 4.6962
H -0.7862 1.6247 4.6982
H -3.8152 1.6867 3.2162
C 6.0998 0.7347 -0.5548
C 4.9138 0.1657 0.1392
C 3.8258 1.0537 0.2412
O 4.4998 -0.9073 -0.2988
H 6.7618 -0.0543 -0.7128
H 6.6198 1.4447 0.1342
H 5.8388 1.3377 -1.4268
H 5.1698 -0.1463 1.1992
H 3.4658 1.5247 -0.6238
H 4.1948 1.9427 0.7712
H 2.9538 0.6037 0.7452
H 3.8098 -0.7863 -0.9168
C -5.1082 -1.3633 1.6832
C -3.9342 -0.9173 0.8952
C -2.5662 -1.2813 1.7302
O -3.8102 -1.3503 -0.2818
H -4.9312 -1.0683 2.7072
H -5.3002 -2.4293 1.6192
H -6.0622 -0.9003 1.4132
H -3.9682 0.1647 0.8862
H -2.7242 -0.8513 2.7722
H -1.6432 -1.0213 1.2352
H -2.6292 -2.3313 1.9382
H -4.2072 -2.2693 -0.3368
C 1.2688 2.6677 -3.2088
C 0.3928 1.5427 -3.7208
C -0.2442 1.9487 -5.0458
O 1.1168 0.4977 -3.8268
H 2.0298 2.2467 -2.4718
H 0.6338 3.3367 -2.6738
H 1.8338 3.1627 -3.9888
H -0.3852 1.2427 -3.0558
H -1.1502 1.3637 -5.2798
H 0.5058 1.7117 -5.8088
H -0.5062 3.0157 -5.0468
H 0.5448 -0.1463 -4.3088
C -2.4482 2.9207 -2.3118
C -3.1372 1.8197 -1.5468
C -4.5802 1.6097 -2.0668
O -2.6452 0.6557 -1.6288
H -1.4222 3.1357 -1.8758
H -2.9602 3.8757 -2.1818
H -2.3132 2.6827 -3.3998
H -3.0682 1.9217 -0.5318
H -5.3072 2.2817 -1.6878
H -5.0392 0.6667 -1.8298
H -4.6922 1.6867 -3.1418
H -2.9172 0.1717 -0.8848
C -1.8382 -4.4433 -2.9658
C -0.7262 -4.1893 -1.9508
C -0.8672 -2.8443 -1.1728
O -0.5812 -5.0693 -1.0698
H -2.0422 -3.6713 -3.6748
H -2.7392 -4.5833 -2.3448
H -1.6912 -5.3353 -3.5168
H 0.1978 -4.2453 -2.4608
H -1.7542 -2.7223 -0.5108
H -0.9822 -1.9943 -1.8338
H -0.0602 -2.7113 -0.3968
H -0.7252 -5.9903 -1.3048
C 2.5848 0.5867 3.8642
O 1.5578 0.3877 2.9972
H 2.4588 1.4467 4.4612
H 3.5388 0.6347 3.3212
H 2.4768 -0.1543 4.5272
H 0.9318 -0.0163 3.5432
C 2.7458 -2.8253 1.9242
O 2.1288 -3.5053 0.8502
H 3.6098 -3.3753 2.2512
H 2.0328 -2.7073 2.7842
H 2.9438 -1.7913 1.6402
H 1.4428 -4.0613 1.1912
C 1.3868 4.1997 0.1332
O 2.0968 5.3687 -0.3378
H 1.2148 4.4397 1.1412
H 1.8848 3.2037 -0.0418
H 0.4658 3.9417 -0.2888
H 1.5458 6.1147 -0.2708
C 0.2878 0.4567 -0.2878
O 0.8148 -0.4673 0.4722
H -0.3732 0.0327 -1.0078
H 1.1008 0.9557 -0.7668
H -0.2982 1.1747 0.2782
H 0.8368 -0.1323 1.3982
C -0.1202 -2.0563 3.8732
O -0.2952 -0.9903 4.7662
H 0.7388 -2.5973 4.2352
H 0.1888 -1.8193 2.8922
H -1.0032 -2.7273 3.7922
H -0.1562 -1.3143 5.6822
```

Summary:
SMILES string: NC(N)=O.CC(C)O.CC(C)O.CC(C)O.CC(C)O.CC(C)O.CC(C)O.CO.CO.CO.CO.CO
Relative energy (zero: lowest compared OMol25 entry of this formula, charge and spin) in kcal per mole: 191.5
Spin multiplicity: 1
Frontier orbital gap in eV: 7.938
M in g/mol: 580.84
Max |F| in eV/Å: 11.3